Record 1
Density functional theory data (ωB97M-V with the def2-TZVPD basis set) for an isolated molecule of C5H7N in a non-equilibrium geometry.

```
13
C5H7N ωB97M-V with the def2-TZVPD basis set
N -0.6660 -0.8843 -0.3375
C 0.6912 -1.0229 -0.1063
C 0.6271 1.1701 -0.1688
C 1.5253 0.1209 0.2886
C -1.3689 0.0391 0.6029
C -0.7607 0.6452 -0.4693
H -1.2120 1.1280 -1.3082
H -2.4354 0.0228 0.5413
H 0.8082 -1.9450 0.6291
H 0.7227 2.1758 0.1593
H -1.0771 0.1711 1.7626
H 2.4794 0.4752 0.7283
H 1.0917 -1.5523 -1.0319
```

As for the SMILES: C1=C[C@@H]2CN2C1. The calculation puts the HOMO energy at -8.684 eV. The value obtained for the calculated total energy is -249.3265 Eh. Its frontier orbital gap is 9.857 eV.

Results of the Mulliken charge analysis, in e, for atoms 1 through 6:
1. N -0.4049
2. C -0.5028
3. C -0.5584
4. C -0.2549
5. C -0.1749
6. C -0.1928

Record 2
Density functional theory data (ωB97M-V with the def2-TZVPD basis set) for an isolated molecule of C5H7N.

```
13
C5H7N ωB97M-V with the def2-TZVPD basis set
N -0.8225 0.0884 0.9199
C 0.8886 1.4668 0.7558
C 0.9045 0.5259 -0.4190
C -0.1212 -0.3132 -0.2653
C -0.3584 1.1523 1.5669
C -0.6023 -1.4851 -1.0534
H 0.0234 -1.6354 -1.9363
H -1.6323 -0.4240 1.2473
H -1.6371 -1.3364 -1.3849
H 1.0119 2.5309 0.5253
H -0.5736 -2.4049 -0.4560
H 1.6267 0.5086 -1.2266
H 1.7044 1.2175 1.4552
```

The calculation puts the HOMO energy at -8.301 eV. The value obtained for the calculated total energy is -249.3962 Eh. Its frontier orbital gap is 9.229 eV.

Results of the Mulliken charge analysis, in e, for atoms 1 through 6:
1. N 0.0621
2. C -0.3824
3. C -0.2894
4. C 0.2737
5. C -0.5871
6. C -1.2178

Record 3
Density functional theory data (ωB97M-V with the def2-TZVPD basis set) for an isolated molecule of C5H7N in a non-equilibrium geometry.

```
13
C5H7N ωB97M-V with the def2-TZVPD basis set
N -1.9464 -0.0712 -0.9696
C 0.4075 -0.3554 -0.0481
C 1.0631 -0.1676 1.1814
C 0.2371 0.9116 -1.1753
C -1.1382 0.6347 -1.5092
C -0.9869 -0.6697 0.4053
H 1.9954 -0.6636 1.4379
H 0.8323 -1.1766 -0.6321
H 0.6948 0.5745 1.8850
H -1.2238 -1.7218 0.5556
H 0.3569 1.8887 -0.6980
H -1.3888 -0.0324 1.1917
H 0.9639 0.7930 -1.9811
```

The calculation puts the HOMO energy (spin up / spin down) at -7.812 / -8.194 eV. The value obtained for the calculated total energy is -249.3015 Eh. Its frontier orbital gap (spin up / spin down) is 7.784 / 8.109 eV.

Results of the Mulliken charge analysis, in e, for atoms 1 through 6:
1. N -0.5092
2. C 0.2881
3. C -0.8855
4. C -0.5144
5. C 0.2029
6. C -0.6064

Record 4
Density functional theory data (ωB97M-V with the def2-TZVPD basis set) for a cluster of 2 separate species, C5H7N in total in a non-equilibrium geometry.

```
13
C5H7N ωB97M-V with the def2-TZVPD basis set
N -3.3958 0.4614 -0.0465
C 0.8033 0.6121 0.1569
C 1.3608 1.7447 -0.2182
C -0.3340 -1.4662 -0.3040
C -2.2706 0.7013 -0.0539
C 0.3475 -0.4921 0.6461
H 0.1452 -0.6903 1.6486
H -0.2841 -1.0482 -1.2866
H 2.4363 1.7468 -0.3484
H 0.1323 -2.3443 -0.3502
H -1.3977 -1.7680 0.0065
H -1.2946 1.0291 -0.2525
H 1.0102 2.7540 -0.1720
```

As for the SMILES: C=C=CC.C#N. The calculation puts the HOMO energy at -10.033 eV. The value obtained for the calculated total energy is -249.3505 Eh. Its frontier orbital gap is 10.885 eV.

Results of the Mulliken charge analysis, in e, for atoms 1 through 6:
1. N -0.4029
2. C 0.2451
3. C -0.8557
4. C -1.2002
5. C 0.2778
6. C -0.2046

Record 5
Density functional theory data (ωB97M-V with the def2-TZVPD basis set) for an isolated molecule of C5H7N in a non-equilibrium geometry.

```
13
C5H7N ωB97M-V with the def2-TZVPD basis set
N -0.0425 1.0786 -0.2240
C 1.3859 0.2245 1.2131
C 0.9790 1.4096 0.6587
C -0.3060 -0.2631 -0.2085
C -1.3481 -0.8898 -1.0777
C 0.5688 -0.8074 0.6922
H 1.2610 2.4425 0.8113
H -0.9132 -1.7718 -1.6024
H 0.6409 -1.8543 0.9340
H -1.7324 -0.1949 -1.8468
H 2.1232 0.0955 1.9735
H -2.2001 -1.2270 -0.4290
H -0.4167 1.7577 -0.8946
```

As for the SMILES: Cc1ccc[nH]1. The calculation puts the HOMO energy at -7.968 eV. The value obtained for the calculated total energy is -249.4685 Eh. Its frontier orbital gap is 9.026 eV.

Results of the Mulliken charge analysis, in e, for atoms 1 through 6:
1. N -0.0821
2. C -0.4611
3. C -0.4952
4. C 0.3139
5. C -0.9991
6. C -0.5033

Record 6
Density functional theory data (ωB97M-V with the def2-TZVPD basis set) for a structure of composition C5H7N in a non-equilibrium geometry.

```
13
C5H7N ωB97M-V with the def2-TZVPD basis set
N 1.0661 -1.8041 1.7875
C -0.4673 1.5922 -1.0337
C 0.4391 0.3666 1.0909
C 0.4493 -1.0887 0.9257
C -0.1732 -0.9655 -0.4675
C -0.0024 0.5013 -0.2048
H 0.3568 -1.3448 -1.3938
H -1.2911 -1.1658 -0.4888
H -1.4909 1.8814 -0.6383
H 1.2775 -2.7700 1.5988
H -0.7720 1.2014 -2.0216
H 0.0283 2.5557 -1.0884
H 0.5797 1.0405 1.9340
```

The calculation puts the HOMO energy at -8.875 eV. The value obtained for the calculated total energy is -249.3840 Eh. Its frontier orbital gap is 9.701 eV.

Results of the Mulliken charge analysis, in e, for atoms 1 through 6:
1. N -0.6847
2. C -1.1565
3. C -0.6915
4. C 0.3630
5. C -0.3712
6. C 0.5785

Record 7
Density functional theory data (ωB97M-V with the def2-TZVPD basis set) for an isolated molecule of C5H7N in a non-equilibrium geometry.

```
13
C5H7N ωB97M-V with the def2-TZVPD basis set
N -2.0764 1.5180 1.6421
C -0.7765 -1.1773 -0.8294
C 1.5594 -0.5147 -0.6942
C 0.0986 0.6406 0.8453
C 0.1248 -0.3965 -0.1653
C -1.0059 1.1819 1.2202
H -1.8852 -1.1369 -0.4904
H 2.3792 -0.6697 0.0701
H 1.5035 -1.2725 -1.5143
H 1.0244 0.9407 1.3152
H -2.4784 2.4349 1.3018
H 1.9815 0.4168 -1.1066
H -0.4490 -1.9652 -1.5944
```

As for the SMILES: C=C(C)C=C=N. The calculation puts the HOMO energy at -8.282 eV. The value obtained for the calculated total energy is -249.3813 Eh. Its frontier orbital gap is 9.195 eV.

Results of the Mulliken charge analysis, in e, for atoms 1 through 6:
1. N -0.5114
2. C -0.7920
3. C -1.2411
4. C -0.7770
5. C 0.9228
6. C 0.4786

Record 8
Density functional theory data (ωB97M-V with the def2-TZVPD basis set) for an isolated molecule of C5H7N.

```
13
C5H7N ωB97M-V with the def2-TZVPD basis set
N 0.3228 0.9694 0.5509
C -0.8536 1.0105 -0.4069
C -0.2592 -0.3700 1.0214
C 1.3823 0.1655 -0.1529
C -0.9561 -0.4890 -0.2931
C 0.4624 -1.0316 -0.1044
H -1.7481 -1.1622 -0.5993
H 2.2367 0.0275 0.5216
H -1.6391 1.5155 0.1639
H 1.7328 0.5785 -1.1058
H -0.7909 1.4845 -1.3967
H 0.6680 -2.0894 -0.2323
H -0.5580 -0.6092 2.0336
```

As for the SMILES: C1[C@@H]2[C@@H]3CN1[C@H]23. The calculation puts the HOMO energy at -9.019 eV. The value obtained for the calculated total energy is -249.3491 Eh. Its frontier orbital gap is 10.204 eV.

Results of the Mulliken charge analysis, in e, for atoms 1 through 6:
1. N -0.4951
2. C -0.3641
3. C -0.3624
4. C -0.3160
5. C -0.3191
6. C -0.3768